1.
# C3H8N2O2

A single C3H8N2O2 molecule in a non-equilibrium geometry (the ωB97M-V functional and the def2-TZVPD basis, the Open Molecules 2025 dataset).

Summary:
- relative energy (zero: lowest compared OMol25 entry of this formula, charge and spin) (kJ/mol) = 769.6
- DFT total energy (eV) = -10308.9757
- lowest unoccupied orbital energy (eV) = 0.60
- orbital gap (hartree) = 0.373
- structure (SMILES) = [H]/N=C(/NO)OCC

Element x y z (Å)
C1 2.7084 -0.1506 0.6137
C2 1.6134 -0.4830 -0.5530
C3 -0.4316 0.4540 -0.0360
H1 2.9934 -1.3614 0.8853
H2 2.5662 0.7064 1.2523
H3 3.5644 -0.1670 -0.1552
H4 1.2648 0.6195 -1.1413
H5 2.0345 -1.3434 -1.2812
H6 0.9652 2.0778 -0.0874
H7 -2.4758 1.0397 0.9971
H8 -2.4161 -1.6417 0.2744
N1 -0.0337 1.6178 -0.3913
N2 -1.7740 0.1894 0.5895
O1 0.3343 -0.7740 -0.0717
O2 -2.7322 -0.6639 -0.2133

Cartesian forces, eV/Å:
0.92 -5.91 -4.82
0.79 2.71 -1.57
-1.15 -0.70 1.11
-1.10 3.69 0.95
0.13 -0.35 0.39
-0.52 1.39 1.52
2.45 -3.41 0.61
-1.18 1.97 1.84
-3.13 -2.19 -1.41
3.33 -2.62 -2.17
-1.72 4.02 -2.41
1.29 1.14 2.61
-1.45 1.76 -0.72
-2.19 1.82 0.54
3.52 -3.34 3.52

---

2.
# C16H35NO7S

5 unconnected molecules or ions with the total composition C16H35NO7S in a non-equilibrium geometry (the ωB97M-V functional and the def2-TZVPD basis, the Open Molecules 2025 dataset).

Summary:
- DFT total energy (eV) = -43815.6028
- lowest unoccupied orbital energy (eV) = 0.61
- orbital gap (hartree) = 0.358
- structure (SMILES) = COCCNS(C)(=O)=O.CC(C)=O.CC(C)=O.CC(C)=O.CC(C)=O

Element x y z (Å)
C1 0.6992 -2.0521 0.2452
O1 0.4389 -0.9169 1.0500
C2 0.0857 0.2034 0.2849
C3 -1.2154 0.0475 -0.5508
N1 -2.4044 0.3917 0.2769
S1 -3.1709 -0.9609 0.9484
C4 -3.7904 -2.1317 -0.3019
O2 -2.3001 -1.7110 1.8818
O3 -4.3309 -0.4315 1.7202
H1 -0.1981 -2.6948 0.2597
H2 0.8559 -1.7691 -0.8072
H3 1.5292 -2.6422 0.6370
H4 0.9045 0.5480 -0.3793
H5 -0.0984 1.0151 0.9969
H6 -1.2925 -0.9125 -1.0758
H7 -1.1586 0.8185 -1.3321
H8 -3.0802 0.8536 -0.3253
H9 -4.8749 -1.9997 -0.3186
H10 -3.3391 -2.0199 -1.2886
H11 -3.6054 -3.1295 0.1055
C5 -2.5039 -6.4052 2.9310
C6 -1.4759 -5.3438 2.6327
O4 -0.7072 -5.4597 1.7042
C7 -1.4486 -4.1400 3.5335
H12 -2.4123 -7.2126 2.2061
H13 -2.3422 -6.8093 3.9314
H14 -3.5071 -5.9812 2.8627
H15 -1.2411 -4.4477 4.5609
H16 -2.4056 -3.6199 3.4867
H17 -0.6671 -3.4589 3.2045
C8 3.9905 3.5727 -0.2799
C9 3.7425 2.1590 -0.7305
O5 2.7943 1.8756 -1.4300
C10 4.7214 1.1102 -0.2763
H18 3.2103 4.2211 -0.6765
H19 3.9716 3.6241 0.8097
H20 4.9574 3.9142 -0.6492
H21 4.7317 1.0584 0.8133
H22 5.7202 1.3522 -0.6414
H23 4.4224 0.1406 -0.6723
C11 -8.1213 1.4372 -1.5028
C12 -6.9212 1.0017 -0.7034
O6 -6.1891 0.1213 -1.0989
C13 -6.6680 1.7010 0.6044
H24 -8.1807 0.8501 -2.4178
H25 -9.0316 1.2795 -0.9227
H26 -8.0298 2.4921 -1.7657
H27 -7.5170 1.5545 1.2740
H28 -6.5146 2.7684 0.4317
H29 -5.7765 1.2837 1.0720
C14 7.8882 4.7687 -2.5965
C15 7.7496 3.4649 -1.8564
O7 7.3089 3.4245 -0.7294
C16 8.1807 2.2134 -2.5748
H30 7.5421 5.5832 -1.9629
H31 8.9344 4.9418 -2.8532
H32 7.2844 4.7471 -3.5052
H33 9.2393 2.2770 -2.8306
H34 7.5893 2.0824 -3.4825
H35 8.0270 1.3520 -1.9271

Cartesian forces, eV/Å:
-0.97 -0.38 -0.20
0.55 0.05 -0.26
-0.37 0.35 -0.26
0.80 0.94 0.29
-0.13 -1.86 -0.58
-1.62 -0.19 5.00
-0.12 0.09 0.34
-0.34 1.19 -2.78
1.51 -0.42 -2.44
0.29 -0.02 0.01
0.38 -0.08 0.25
0.04 0.28 0.00
-0.21 -0.44 0.14
0.00 -0.12 -0.09
0.01 0.05 0.27
-0.09 -0.19 0.15
-0.35 0.04 0.30
0.24 0.37 -0.24
-0.05 0.10 0.17
0.33 0.26 -0.04
0.05 -0.20 -0.24
0.18 0.12 -0.07
-0.04 -0.04 -0.04
0.25 0.01 -0.06
0.01 0.03 0.01
-0.15 0.09 0.06
-0.01 0.00 0.19
-0.18 -0.01 0.03
0.01 -0.01 0.14
-0.08 0.03 -0.03
-0.29 0.15 -0.19
-0.13 -0.04 -0.06
-0.02 0.00 -0.03
-0.14 -0.27 -0.18
-0.02 -0.06 0.01
0.21 0.02 0.00
0.10 -0.03 0.25
0.17 0.09 0.00
0.06 0.10 0.23
-0.04 0.04 0.02
0.04 -0.22 -0.24
0.10 -0.06 0.10
0.09 -0.02 -0.15
0.33 -0.12 0.04
0.01 0.01 0.03
-0.01 0.18 0.03
-0.13 0.04 0.13
-0.06 0.17 -0.03
-0.21 0.04 0.05
-0.08 -0.04 -0.01
-0.11 0.15 0.20
-0.01 0.01 0.15
0.01 -0.02 -0.05
-0.08 -0.16 0.21
0.01 -0.04 0.00
-0.04 -0.04 -0.18
0.15 -0.02 -0.10
-0.04 0.02 -0.17
0.15 0.05 -0.10
0.01 0.03 -0.01

---

3.
# C4H7NO2

A single C4H7NO2 molecule in a non-equilibrium geometry (the ωB97M-V functional and the def2-TZVPD basis, the Open Molecules 2025 dataset).

Summary:
- relative energy (zero: lowest compared OMol25 entry of this formula, charge and spin) (kJ/mol) = 398.7
- DFT total energy (eV) = -9843.1473
- lowest unoccupied orbital energy (eV) = 0.67
- orbital gap (hartree) = 0.385
- structure (SMILES) = O=C1C[C@H](CO)N1

Element x y z (Å)
C1 1.6023 0.2521 -0.1968
C2 0.1003 0.1647 0.5246
C3 -1.0795 0.8699 -0.2489
C4 -1.8427 -0.3486 -0.1503
H1 1.3555 -1.5938 -0.8264
H2 1.4546 0.7409 -1.2494
H3 2.2617 1.1198 0.4282
H4 0.4886 0.5343 1.6319
H5 -0.7616 1.3449 -1.2038
H6 -1.4308 1.7870 0.4329
H7 -0.8963 -1.7193 1.1791
N1 -0.5826 -1.0973 0.3270
O1 2.2166 -1.1763 -0.3091
O2 -2.8862 -0.8781 -0.3388

Cartesian forces, eV/Å:
-0.13 0.68 -0.02
3.66 1.51 0.83
1.85 5.49 2.32
1.94 -4.33 0.26
3.26 1.05 2.05
0.47 -1.21 1.59
-1.38 -3.09 -1.59
-2.17 -1.03 -2.40
-0.62 -0.73 0.35
0.11 -2.00 -1.61
1.45 1.40 -2.06
-3.43 -1.03 1.99
-4.52 2.29 -1.63
-0.49 1.02 -0.08